No. 1
ORCA calculation (the ωB97M-V functional and the def2-TZVPD basis) on 6 unconnected molecules or ions with the total composition C40H26FNO13 at a distorted geometry.

The geometry in XYZ format:
```
81
Properties=species:S:1:pos:R:3
O 3.404 -3.963 2.015
C 2.734 -3.041 1.720
F 1.938 -3.114 0.657
C 2.708 -1.736 2.458
C 1.422 -0.945 2.349
C 1.414 0.413 2.024
C 0.227 1.137 1.955
C -1.001 0.535 2.215
C -0.987 -0.813 2.520
C 0.186 -1.542 2.579
C -0.168 -2.952 2.900
O 0.514 -3.814 3.350
N -1.599 -3.108 2.615
C -2.106 -1.764 2.859
O -3.152 -1.482 3.344
H 2.938 -1.961 3.492
H 3.514 -1.103 2.091
H 2.349 0.922 1.847
H 0.233 2.184 1.699
H -1.932 1.079 2.176
H -1.655 -3.205 1.601
O 1.593 -0.438 -6.136
C 1.681 -0.461 -4.928
C 1.738 -1.745 -4.182
C 1.837 -1.771 -2.855
C 1.895 -0.516 -2.066
O 1.990 -0.531 -0.857
C 1.839 0.766 -2.810
C 1.741 0.795 -4.136
H 1.695 -2.648 -4.778
H 1.881 -2.695 -2.293
H 1.884 1.667 -2.211
H 1.695 1.719 -4.700
O 4.596 7.701 -6.295
C 3.786 6.815 -6.146
C 4.144 5.393 -6.390
C 3.252 4.420 -6.227
C 1.865 4.714 -5.793
O 1.052 3.824 -5.642
C 1.505 6.132 -5.549
C 2.395 7.106 -5.712
H 5.161 5.203 -6.706
H 3.490 3.378 -6.402
H 0.486 6.321 -5.235
H 2.156 8.147 -5.539
O -4.068 1.649 2.694
C -4.956 1.766 3.513
C -6.267 1.101 3.323
C -7.241 1.230 4.220
C -7.055 2.043 5.448
O -7.941 2.160 6.266
C -5.740 2.707 5.637
C -4.767 2.577 4.740
H -6.379 0.510 2.423
H -8.206 0.753 4.103
H -5.625 3.295 6.539
H -3.800 3.051 4.858
O -3.199 2.314 -3.736
C -2.599 2.754 -2.782
C -3.247 2.874 -1.451
C -2.588 3.361 -0.404
C -1.175 3.800 -0.519
O -0.575 4.235 0.442
C -0.525 3.679 -1.847
C -1.183 3.195 -2.898
H -4.277 2.546 -1.388
H -3.042 3.455 0.575
H 0.506 4.007 -1.907
H -0.731 3.101 -3.878
O 2.065 -8.310 -0.027
C 2.202 -8.211 1.175
C 2.315 -9.417 2.035
C 2.463 -9.311 3.352
C 2.521 -7.984 4.017
O 2.658 -7.894 5.219
C 2.409 -6.780 3.158
C 2.262 -6.887 1.840
H 2.270 -10.373 1.529
H 2.546 -10.176 3.999
H 2.452 -5.822 3.659
H 2.181 -6.022 1.196
```

Values from the calculation:
HOMO energy   -9.8 eV
Net charge   0
Structure (SMILES)   O=C(F)Cc1cccc2c1C(=O)NC2=O.O=C1C=CC(=O)C=C1.O=C1C=CC(=O)C=C1.O=C1C=CC(=O)C=C1.O=C1C=CC(=O)C=C1.O=C1C=CC(=O)C=C1
Gap between HOMO and LUMO   7.8 eV

=====

No. 2
ORCA calculation (the ωB97M-V functional and the def2-TZVPD basis) on C3H6N2O in the gas phase at a distorted geometry.

The geometry in XYZ format:
```
12
Properties=species:S:1:pos:R:3
N 1.594 0.095 -0.712
C 0.557 -0.238 0.130
C -0.789 -0.770 -0.411
N -1.475 0.245 0.416
C -0.278 0.942 0.612
O -0.036 1.981 1.148
H 2.002 1.045 -0.552
H 2.313 -0.560 -0.776
H 0.796 -0.804 1.011
H -1.102 -1.781 -0.031
H -1.027 -0.580 -1.513
H -2.554 0.424 0.679
```

Values from the calculation:
HOMO energy   -9.6 eV
Net charge   0
Structure (SMILES)   N[C@@H]1CNC1=O
Energy relative to the best compared isomer or geometry (same formula, charge and spin)   42.48 kcal per mole
Gap between HOMO and LUMO   10.6 eV

=====

No. 3
ORCA calculation (the ωB97M-V functional and the def2-TZVPD basis) on a molecular structure, C43H35N3O2PdS.

The geometry in XYZ format:
```
85
Properties=species:S:1:pos:R:3
Pd -0.065 0.579 0.474
O -0.202 -0.548 2.101
C 0.734 -1.389 2.675
C 1.934 -1.566 1.742
C 2.622 -0.283 1.401
C 3.900 -0.014 1.867
C 4.577 1.091 1.387
C 4.003 1.835 0.375
C 2.725 1.525 -0.062
C 2.164 2.151 -1.299
C 0.844 2.920 -1.139
O -0.184 2.049 -0.863
C 0.967 3.984 -0.027
C -0.094 4.164 0.853
C -0.025 5.106 1.870
C 1.113 5.883 2.031
C 2.180 5.710 1.162
C 2.106 4.768 0.145
C 0.541 3.638 -2.470
C -0.709 3.501 -3.060
C -1.014 4.143 -4.252
C -0.071 4.941 -4.880
C 1.178 5.097 -4.295
C 1.476 4.456 -3.103
N 2.013 0.551 0.539
C 0.052 -2.730 2.972
C 0.551 -3.967 2.590
C -0.137 -5.139 2.897
C -1.330 -5.086 3.594
C -1.835 -3.850 3.987
C -1.149 -2.690 3.679
C 1.268 -0.788 3.987
C 1.078 0.559 4.265
C 1.631 1.128 5.407
C 2.380 0.356 6.281
C 2.569 -0.994 6.012
C 2.015 -1.560 4.874
H 1.578 -2.014 0.809
H 2.671 -2.238 2.182
H 4.343 -0.677 2.598
H 5.563 1.338 1.762
H 4.539 2.646 -0.098
H 1.957 1.351 -2.016
H 2.941 2.773 -1.741
H -0.972 3.545 0.729
H -0.864 5.230 2.544
H 1.169 6.615 2.826
H 3.077 6.305 1.277
H 2.958 4.652 -0.512
H -1.447 2.892 -2.560
H -1.997 4.021 -4.691
H -0.305 5.441 -5.811
H 1.924 5.724 -4.767
H 2.455 4.611 -2.668
H 1.479 -4.043 2.038
H 0.268 -6.094 2.585
H -1.865 -5.996 3.833
H -2.765 -3.797 4.540
H -1.536 -1.729 3.995
H 0.494 1.154 3.575
H 1.476 2.180 5.610
H 2.809 0.799 7.171
H 3.142 -1.609 6.695
H 2.151 -2.619 4.680
S -6.650 0.539 0.262
C -4.868 0.538 0.342
C -4.205 0.264 1.530
C -2.824 0.270 1.542
N -2.111 0.562 0.451
C -2.740 0.847 -0.691
C -4.120 0.834 -0.787
C -6.929 -1.178 0.668
C -7.359 -1.546 1.933
C -7.572 -2.894 2.191
N -7.386 -3.854 1.292
C -6.977 -3.486 0.081
C -6.740 -2.168 -0.284
H -4.752 0.038 2.434
H -2.235 0.025 2.416
H -2.099 1.090 -1.526
H -4.601 1.052 -1.730
H -7.531 -0.803 2.700
H -7.909 -3.212 3.172
H -6.834 -4.283 -0.641
H -6.414 -1.922 -1.285
```

Values from the calculation:
HOMO energy   -8.0 eV
Net charge   0
Gap between HOMO and LUMO   7.9 eV

=====

No. 4
ORCA calculation (the ωB97M-V functional and the def2-TZVPD basis) on a molecular structure, C15H17Cl3N3O3PRhSi at a distorted geometry.

The geometry in XYZ format:
```
44
Properties=species:S:1:pos:R:3
Rh 0.888 -0.446 -0.632
O -0.312 1.187 2.974
C 0.109 1.131 1.847
N 1.089 0.323 1.355
C 2.056 -0.231 2.144
O 2.071 -0.299 3.345
C 3.238 -0.633 1.291
C 4.387 -1.116 1.899
C 5.510 -1.318 1.112
C 5.441 -1.018 -0.240
C 4.235 -0.587 -0.775
N 3.160 -0.417 -0.021
C -0.368 2.062 0.754
C -1.027 3.232 1.108
C -1.445 4.076 0.091
C -1.194 3.714 -1.226
C -0.513 2.530 -1.482
N -0.110 1.736 -0.503
H 4.374 -1.286 2.965
H 6.420 -1.693 1.553
H 6.305 -1.101 -0.880
H 4.138 -0.354 -1.825
H -1.198 3.425 2.157
H -1.968 4.990 0.327
H -1.527 4.337 -2.041
H -0.302 2.222 -2.497
C -4.136 0.155 -0.305
P -2.853 -1.140 -0.244
C -3.345 -2.479 -1.385
C -2.875 -1.815 1.451
O -1.551 -0.532 -0.658
H -5.110 -0.223 -0.019
H -4.176 0.551 -1.318
H -3.855 0.962 0.370
H -4.268 -2.947 -1.066
H -2.552 -3.224 -1.421
H -3.488 -2.064 -2.381
H -3.810 -2.341 1.619
H -2.784 -1.003 2.171
H -2.042 -2.500 1.594
Cl -0.645 -0.785 -4.101
Si 1.034 -0.583 -2.985
Cl 0.602 -2.637 -0.313
Cl 2.399 -1.860 -3.806
```

Values from the calculation:
Spin multiplicity   5
<S²>   6.028
HOMO energy (alpha / beta)   -11.7 / -12.4 eV
Net charge   +1
Gap between HOMO and LUMO (alpha / beta)   7.5 / 6.2 eV

=====

No. 5
ORCA calculation (the ωB97M-V functional and the def2-TZVPD basis) on a molecular structure, C36H28IIrN3OP at a distorted geometry.

The geometry in XYZ format:
```
71
Properties=species:S:1:pos:R:3
Ir 1.906 2.157 -1.086
C 0.782 1.076 2.939
C 0.693 1.314 1.467
N 1.765 1.463 0.753
N 2.972 1.217 1.359
C 3.963 1.343 0.517
O 3.731 1.664 -0.756
C 5.340 1.133 0.918
C 6.356 1.188 -0.042
C 7.670 1.000 0.343
C 7.973 0.760 1.677
C 6.965 0.706 2.635
C 5.650 0.891 2.262
C -0.616 1.413 0.790
C -1.643 2.021 1.416
C -2.967 2.406 0.956
C -2.888 1.572 -1.389
C -1.373 1.507 -1.563
N -0.649 0.802 -0.518
H 1.652 0.464 3.166
H -0.119 0.598 3.314
H 0.927 2.030 3.455
H 6.114 1.380 -1.078
H 8.461 1.043 -0.394
H 9.003 0.617 1.976
H 7.213 0.526 3.672
H 4.860 0.863 3.000
H -1.406 2.419 2.397
H -3.598 2.818 1.736
H -3.377 1.773 -2.342
H -1.137 1.042 -2.518
I -0.395 3.424 -1.717
C -3.357 2.550 -0.323
C -4.598 3.236 -0.664
C -5.683 2.624 -1.231
C -5.841 1.230 -1.269
C -4.941 0.166 -0.957
C -5.571 -1.063 -0.678
C -4.854 -2.165 -0.244
C -3.482 -2.062 -0.167
C -2.816 -0.857 -0.479
P -1.025 -0.857 -0.555
C -0.301 -1.666 0.834
C 0.986 -2.204 0.715
C 1.562 -2.834 1.805
C 0.854 -2.949 2.996
C -0.431 -2.428 3.112
C -1.011 -1.779 2.037
C -0.474 -1.451 -2.130
C -1.277 -2.313 -2.882
C -0.803 -2.812 -4.084
C 0.458 -2.451 -4.539
C 1.258 -1.588 -3.795
C 0.799 -1.088 -2.590
C -3.521 0.288 -0.828
H -4.661 4.302 -0.456
H -6.545 3.225 -1.490
H -6.857 0.901 -1.469
H -6.647 -1.132 -0.782
H -5.357 -3.090 0.002
H -2.896 -2.934 0.106
H 1.528 -2.152 -0.221
H 2.555 -3.253 1.720
H 1.301 -3.462 3.837
H -0.978 -2.533 4.039
H -2.010 -1.370 2.134
H -2.264 -2.599 -2.541
H -1.419 -3.482 -4.668
H 0.823 -2.842 -5.479
H 2.240 -1.315 -4.155
H 1.429 -0.422 -2.008
```

Values from the calculation:
Spin multiplicity   2
<S²>   0.753
HOMO energy (alpha / beta)   -15.4 / -15.4 eV
Net charge   +3
Energy relative to the best compared isomer or geometry (same formula, charge and spin)   78.07 kcal per mole
Gap between HOMO and LUMO (alpha / beta)   4.3 / 4.2 eV

=====

No. 6
ORCA calculation (the ωB97M-V functional and the def2-TZVPD basis) on a molecular structure, C19H25AlN2O4Si2.

The geometry in XYZ format:
```
53
Properties=species:S:1:pos:R:3
Al -1.320 -0.640 -0.257
O -0.681 -4.342 0.841
C -1.046 -3.199 0.733
O -1.079 -2.477 -0.361
C -1.621 -2.425 1.917
C -2.020 -2.862 3.166
C -2.747 -1.969 3.953
C -3.121 -0.715 3.471
C -2.677 -0.364 2.210
N -1.894 -1.189 1.543
C -3.090 0.791 1.300
O -3.777 1.698 1.699
O -2.657 0.604 0.077
H -1.805 -3.870 3.489
H -3.078 -2.278 4.936
H -3.762 -0.050 4.032
C 0.143 2.033 2.028
Si 0.503 2.063 0.185
C 2.143 2.962 -0.031
C -0.760 3.130 -0.700
C 0.458 0.308 -0.514
C 0.095 0.330 -1.961
C 0.802 0.851 -3.047
C 0.261 0.754 -4.312
C -0.979 0.144 -4.502
C -1.635 -0.352 -3.400
N -1.106 -0.256 -2.177
Si 1.967 -0.794 -0.231
C 1.966 -1.449 1.529
C 1.950 -2.219 -1.450
C 3.629 0.053 -0.491
H 0.379 3.004 2.470
H 0.738 1.280 2.549
H -0.910 1.839 2.234
H 1.972 4.023 0.175
H 2.540 2.888 -1.046
H 2.914 2.615 0.656
H -0.792 4.119 -0.236
H -1.764 2.708 -0.663
H -0.484 3.273 -1.748
H 1.762 1.320 -2.880
H 0.800 1.153 -5.162
H -1.420 0.057 -5.484
H -2.600 -0.837 -3.473
H 1.193 -2.203 1.684
H 1.819 -0.653 2.262
H 2.923 -1.927 1.749
H 1.024 -2.791 -1.413
H 2.776 -2.899 -1.228
H 2.093 -1.858 -2.472
H 3.900 0.723 0.324
H 3.676 0.621 -1.423
H 4.395 -0.726 -0.546
```

Values from the calculation:
HOMO energy   -9.2 eV
Net charge   0
Energy relative to the best compared isomer or geometry (same formula, charge and spin)   0.00 kcal per mole
Gap between HOMO and LUMO   8.8 eV

=====

No. 7
ORCA calculation (the ωB97M-V functional and the def2-TZVPD basis) on a molecular structure, C25H27BF3N3O6PdS6Si at a distorted geometry.

The geometry in XYZ format:
```
73
Properties=species:S:1:pos:R:3
Pd 0.706 -0.367 0.000
C -1.795 -0.708 6.598
Si -0.482 -0.609 5.211
C 0.913 -1.858 5.557
C 0.174 1.168 5.014
C -1.357 -1.042 3.572
C -2.735 -1.103 3.425
C -3.323 -1.220 2.171
C -2.496 -1.277 1.063
N -1.178 -1.257 1.173
C -0.615 -1.135 2.387
S 1.115 -1.082 2.329
H -1.345 -0.518 7.566
H -2.257 -1.688 6.650
H -2.585 0.026 6.469
H 1.410 -1.643 6.497
H 1.658 -1.816 4.769
H 0.541 -2.877 5.599
H -0.483 1.909 5.462
H 0.277 1.412 3.961
H 1.150 1.272 5.476
H -3.370 -1.045 4.296
H -4.394 -1.262 2.048
H -2.888 -1.382 0.060
C 0.811 -0.992 -3.703
S 0.208 0.242 -2.508
C -0.626 1.320 -3.711
O 1.560 0.988 -2.316
H 1.388 -0.520 -4.487
H -0.034 -1.534 -4.116
H 1.434 -1.687 -3.147
H -1.295 0.735 -4.332
H 0.130 1.823 -4.304
H -1.183 2.053 -3.139
F 0.948 4.654 0.319
C -0.189 3.968 0.351
F -0.979 4.397 -0.629
F -0.802 4.272 1.501
S 0.118 2.094 0.263
O 1.570 2.008 -0.114
O -0.121 1.652 1.595
O -0.782 1.619 -0.760
O 3.247 2.595 -1.825
B 1.881 2.268 -1.623
O 1.061 3.383 -2.057
C 1.957 4.342 -2.483
C 1.703 5.605 -2.967
C 2.800 6.377 -3.343
C 4.089 5.883 -3.238
C 4.345 4.612 -2.733
C 3.262 3.853 -2.350
H 0.695 5.984 -3.045
H 2.633 7.379 -3.713
H 4.919 6.499 -3.544
H 5.348 4.238 -2.628
S 1.036 -6.072 -2.474
C 1.194 -4.991 -1.131
S 2.827 -4.348 -0.776
C 2.162 -2.728 -0.765
N 0.865 -2.683 -0.985
N 0.311 -3.883 -1.135
C -1.029 -4.007 -1.427
C -1.735 -2.913 -1.943
C -3.032 -3.084 -2.379
C -3.658 -4.319 -2.265
C -2.987 -5.377 -1.669
C -1.680 -5.235 -1.252
S 3.067 -1.322 -0.538
H -1.241 -1.950 -2.014
H -3.550 -2.256 -2.841
H -4.660 -4.455 -2.642
H -3.480 -6.327 -1.539
H -1.152 -6.057 -0.794
```

Values from the calculation:
Spin multiplicity   5
<S²>   6.029
HOMO energy (alpha / beta)   -6.5 / -8.0 eV
Net charge   0
Energy relative to the best compared isomer or geometry (same formula, charge and spin)   10.00 kcal per mole
Gap between HOMO and LUMO (alpha / beta)   6.4 / 5.5 eV

=====

No. 8
ORCA calculation (the ωB97M-V functional and the def2-TZVPD basis) on a molecular structure, C15H23IrN5 at a distorted geometry.

The geometry in XYZ format:
```
44
Properties=species:S:1:pos:R:3
Ir 0.448 0.163 -0.198
C -2.151 2.618 2.332
C -1.437 1.551 1.604
N -0.339 1.723 0.919
C 0.430 2.982 0.882
C 1.870 2.594 0.935
N 2.156 1.483 -0.020
C 2.380 1.957 -1.414
C 2.347 0.773 -2.309
N 0.957 0.234 -2.301
C 0.848 -1.118 -2.928
C 1.137 -2.180 -1.916
N 0.318 -1.818 -0.748
C -0.394 -2.656 -0.045
C -0.298 -4.124 -0.156
C -1.338 -1.976 0.837
C -2.451 -2.536 1.447
C -3.315 -1.693 2.144
C -3.041 -0.325 2.234
C -1.904 0.166 1.612
N -1.090 -0.659 0.932
H -1.831 3.619 2.062
H -2.011 2.482 3.415
H -3.229 2.542 2.158
H 0.225 3.619 1.742
H 0.162 3.557 -0.007
H 2.146 2.266 1.938
H 2.492 3.463 0.703
H 2.970 0.957 0.315
H 3.337 2.475 -1.531
H 1.597 2.683 -1.644
H 3.018 -0.028 -1.992
H 2.667 1.072 -3.312
H 0.327 0.882 -2.781
H 1.541 -1.212 -3.769
H -0.161 -1.229 -3.325
H 2.192 -2.245 -1.640
H 0.860 -3.147 -2.340
H 0.705 -4.450 -0.430
H -0.977 -4.490 -0.942
H -0.596 -4.612 0.772
H -2.659 -3.597 1.371
H -4.207 -2.096 2.610
H -3.702 0.331 2.787
```

Values from the calculation:
Spin multiplicity   2
<S²>   0.760
HOMO energy (alpha / beta)   -23.9 / -24.2 eV
Net charge   +4
Gap between HOMO and LUMO (alpha / beta)   7.2 / 6.5 eV

=====

No. 9
ORCA calculation (the ωB97M-V functional and the def2-TZVPD basis) on 2 unconnected molecules or ions with the total composition C2H8N3 at a distorted geometry.

The geometry in XYZ format:
```
13
Properties=species:S:1:pos:R:3
C 2.645 0.187 -1.860
N 1.489 -0.120 -1.375
H 3.641 -0.175 -1.499
H 2.391 0.806 -2.791
H 1.434 -0.985 -0.868
H 0.433 0.372 0.304
N -2.754 0.213 0.898
C -1.477 0.050 1.358
N -0.309 -0.275 0.862
H -3.005 -0.001 -0.038
H -3.235 1.001 1.275
H -1.481 0.041 2.425
H 0.227 -1.114 1.311
```

Values from the calculation:
HOMO energy   -13.5 eV
Net charge   +1
Energy relative to the best compared isomer or geometry (same formula, charge and spin)   99.32 kcal per mole
Gap between HOMO and LUMO   8.1 eV

=====

No. 10
ORCA calculation (the ωB97M-V functional and the def2-TZVPD basis) on a gas-phase ion, C5H12N3 (charge +1) at a distorted geometry.

The geometry in XYZ format:
```
20
Properties=species:S:1:pos:R:3
C 0.738 0.488 0.348
C 2.638 -1.108 -0.064
C -1.521 -0.096 -0.073
C 1.777 1.592 0.486
C -2.827 0.024 -0.859
N 1.372 -0.674 -0.077
N -0.496 0.734 -0.182
N -1.449 -1.237 0.693
H 2.734 -2.164 -0.273
H 3.387 -0.485 0.444
H 2.751 1.090 0.467
H 1.757 2.061 1.542
H 1.658 2.276 -0.310
H -3.621 0.502 -0.288
H -3.264 -0.917 -1.196
H -2.592 0.591 -1.724
H -0.574 1.421 -0.886
H -2.408 -1.547 0.932
H -0.827 -1.227 1.402
H 0.767 -1.323 -0.380
```

Values from the calculation:
HOMO energy (alpha / beta)   -11.2 / -11.2 eV
Net charge   +1
Energy relative to the best compared isomer or geometry (same formula, charge and spin)   69.81 kcal per mole
Gap between HOMO and LUMO (alpha / beta)   7.5 / 7.5 eV